Entry 1:
C38H38Cl4N2O2SSb2Sn | ωB97M-V/def2-TZVPD

**Highest occupied orbital energy**: -7.9 eV
**HOMO-LUMO gap**: 7.079 eV
**ΔE to the lowest compared entry with this formula, charge and spin**: 0.0 kJ/mol

Last column: Mulliken charge in e.
Cartesian coordinates (Å):
Sb 1.907 -2.248 0.731  0.93
Sb -3.667 0.847 0.956  0.69
Sn 0.103 2.533 0.363  1.12
Cl 0.869 7.451 0.593  -0.20
Cl -1.809 9.082 0.950  -0.19
Cl -4.563 4.397 0.948  -0.18
Cl -4.539 7.551 1.095  -0.20
S 2.827 1.252 1.121  -0.06
O -1.824 3.233 0.686  -0.38
O 0.435 4.530 0.462  -0.93
N 5.120 1.491 -0.244  0.16
N 5.175 2.245 1.930  0.18
C -1.891 4.567 0.736  -0.47
C -0.306 -4.406 0.236  0.31
C -2.280 1.376 -3.218  -0.62
C 4.622 2.381 3.277  -1.09
C 1.181 -1.494 -4.106  -0.61
C 1.406 -1.918 -1.338  -0.27
C -0.673 5.258 0.628  0.59
C -2.251 0.101 -3.761  -0.51
C 0.961 -4.180 0.789  -0.34
C 4.377 1.225 -1.470  -1.13
C -3.061 6.677 0.931  0.27
C -1.846 7.360 0.856  0.36
C -4.817 -0.991 0.983  -0.23
C -3.026 0.475 -1.086  -0.39
C 1.319 -2.782 -3.602  -0.62
C -6.318 -3.341 0.669  -0.41
C -5.978 -1.003 0.203  -0.32
C 6.339 3.095 1.664  -1.23
C -0.878 -5.672 0.266  -0.86
C 1.636 -5.254 1.370  -0.57
C -4.442 -2.170 1.626  0.17
C -2.992 -0.806 -1.650  0.07
C -0.193 -6.734 0.849  -0.44
C -1.897 -0.016 1.908  -1.91
C -5.183 -3.339 1.469  -0.74
C -3.081 5.282 0.871  0.14
C -1.007 -0.951 1.081  2.07
C -2.659 1.560 -1.890  -0.33
C 1.259 -0.631 -1.862  0.50
C -6.722 -2.166 0.042  -0.63
C 0.316 -1.236 1.801  -1.66
C 4.456 1.697 0.929  -0.03
C -2.600 -0.991 -2.973  -0.56
C -0.656 6.647 0.701  0.07
C 1.144 -0.417 -3.231  -0.75
C 1.435 -2.992 -2.232  -0.37
C 1.064 -6.524 1.402  -0.54
C 6.457 0.885 -0.231  -1.18
H 1.029 0.593 -3.614  0.44
H -1.543 -1.885 0.893  -0.38
H -2.024 2.235 -3.831  0.46
H -0.844 -3.592 -0.240  0.39
H 7.261 2.645 2.036  0.34
H 6.196 4.051 2.170  0.44
H 1.256 0.218 -1.195  0.19
H 1.102 -1.332 -5.175  0.40
H -7.613 -2.162 -0.577  0.39
H -6.299 -0.095 -0.303  0.32
H 6.825 0.786 0.786  0.40
H -2.228 -0.507 2.827  0.63
H -0.805 -0.515 0.101  -0.32
H -2.700 2.567 -1.486  0.53
H -0.638 -7.721 0.869  0.38
H 4.057 0.183 -1.537  0.42
H 2.623 -5.105 1.798  0.34
H 1.602 -7.348 1.857  0.39
H -3.281 -1.671 -1.062  0.30
H -4.869 -4.250 1.965  0.41
H 5.448 2.547 3.968  0.40
H -6.885 -4.254 0.533  0.39
H 7.168 1.473 -0.814  0.32
H 4.090 1.479 3.560  0.33
H 0.162 -1.852 2.692  0.50
H -3.555 -2.190 2.252  0.30
H 1.549 -4.005 -1.859  0.45
H 5.028 1.454 -2.314  0.37
H 1.343 -3.629 -4.278  0.40
H -1.960 -0.046 -4.796  0.39
H 6.395 -0.115 -0.666  0.39
H 3.927 3.222 3.333  0.33
H 0.764 -0.299 2.140  0.45
H 6.436 3.283 0.600  0.40
H -2.580 -1.993 -3.391  0.40
H -1.327 0.863 2.223  0.40
H 3.499 1.859 -1.523  0.25
H -1.858 -5.832 -0.170  0.43

=====

Entry 2:
C3H12N2 | ωB97M-V/def2-TZVPD

**SMILES string**: NCN.CC
**Highest occupied orbital energy**: -8.8 eV
**HOMO-LUMO gap**: 9.791 eV
**ΔE to the lowest compared entry with this formula, charge and spin**: 48.3 kJ/mol

Last column: natural (NBO) charge in e.
Cartesian coordinates (Å):
N -2.673 0.638 -1.313  -0.88
N -2.245 1.403 0.994  -0.84
C 2.166 -0.834 0.860  -0.61
C 2.885 -1.650 -0.245  -0.61
C -1.749 1.316 -0.380  -0.04
H -2.995 0.741 1.144  0.35
H 2.325 -1.825 -1.164  0.20
H -0.826 0.741 -0.483  0.15
H -2.604 2.332 1.103  0.36
H 3.823 -1.174 -0.524  0.20
H -3.617 0.670 -0.977  0.37
H 1.955 -1.390 1.761  0.21
H -1.491 2.316 -0.709  0.16
H -2.257 -0.177 -1.715  0.38
H 3.158 -2.652 0.097  0.20
H 1.278 -0.403 0.412  0.21
H 2.866 -0.052 1.141  0.21

=====

Entry 3:
C4H12N2O | ωB97M-V/def2-TZVPD

**SMILES string**: CNCOCCN
**Highest occupied orbital energy**: -8.5 eV
**HOMO-LUMO gap**: 9.551 eV
**ΔE to the lowest compared entry with this formula, charge and spin**: 298.6 kJ/mol

Last column: natural (NBO) charge in e.
Cartesian coordinates (Å):
O 0.893 -0.291 -0.359  -0.71
N 0.436 -0.992 1.910  -0.65
N -1.281 2.200 -1.924  -0.83
C -0.801 -1.735 1.731  -0.41
C -0.260 1.654 -1.001  -0.23
C 1.380 -1.095 0.919  0.15
C -0.132 0.148 -1.231  -0.03
H -0.564 1.882 0.022  0.19
H 0.746 2.056 -1.171  0.17
H 1.500 -2.106 0.542  0.16
H -1.664 -1.075 1.882  0.20
H -0.866 -2.154 0.725  0.21
H -0.889 -2.552 2.455  0.18
H -0.857 2.269 -2.847  0.34
H 2.312 -0.567 1.080  0.21
H -1.432 3.173 -1.666  0.35
H 0.161 -0.026 -2.273  0.16
H 0.691 -0.585 2.789  0.39
H -1.078 -0.372 -1.019  0.16

=====

Entry 4:
C3H14B2BeCl6 | ωB97M-V/def2-TZVPD

**Highest occupied orbital energy**: -10.5 eV
**HOMO-LUMO gap**: 6.843 eV
**ΔE to the lowest compared entry with this formula, charge and spin**: 343.1 kJ/mol

Last column: natural (NBO) charge in e.
Cartesian coordinates (Å):
Cl 4.818 -1.182 1.312  -0.03
Cl -3.041 1.104 -1.231  -0.04
Cl -2.114 -1.506 -1.897  0.02
Cl 4.470 1.084 3.219  -0.04
Cl -2.468 -3.345 2.758  -0.02
Cl -4.514 -1.556 1.807  -0.08
C -3.592 -0.547 -1.774  -0.37
C 3.804 0.195 1.797  -0.39
C -2.754 -1.670 2.238  -0.37
B 0.140 0.017 0.737  -1.02
B 2.249 1.872 -2.751  -0.96
Be -0.009 0.916 -1.607  1.49
H 3.119 2.214 -3.290  0.15
H -4.079 -0.314 -2.721  0.24
H -2.477 -0.915 2.974  0.24
H 3.577 0.882 0.982  0.23
H -4.301 -0.976 -1.066  0.26
H 0.203 -0.828 0.070  0.01
H 0.310 -0.257 1.767  0.13
H 1.487 2.634 -2.824  0.02
H -0.803 0.520 0.588  0.00
H 1.988 0.931 -3.209  0.03
H 2.445 1.799 -1.693  0.01
H 2.828 -0.249 1.990  0.23
H -2.199 -1.561 1.307  0.23
H 0.913 0.738 0.518  0.03

=====

Entry 5:
C19H17ClFN3O6S | ωB97M-V/def2-TZVPD

**SMILES string**: CS(=O)(=O)c1ccc(-n2cnc(Cl)c2-c2ccc(OCCCO[N+](=O)[O-])c(F)c2)cc1
**Highest occupied orbital energy**: -8.9 eV
**HOMO-LUMO gap**: 7.893 eV
**ΔE to the lowest compared entry with this formula, charge and spin**: 256.4 kJ/mol

Last column: natural (NBO) charge in e.
Cartesian coordinates (Å):
Cl -1.996 -0.353 5.213  -0.04
S -2.085 -0.301 -4.611  2.07
F 1.732 -1.951 -0.677  -0.33
O 3.523 -0.682 0.946  -0.52
O 4.756 4.067 3.002  -0.30
O 4.609 2.626 1.177  -0.37
O -3.100 -0.755 -5.589  -0.92
O 4.967 1.829 3.399  -0.31
O -1.671 1.061 -5.060  -0.90
N -4.131 -0.661 3.452  -0.44
N -3.184 -0.654 1.441  -0.37
N 4.818 2.849 2.637  0.67
C -1.893 0.452 -1.943  -0.20
C 1.715 -0.260 2.546  -0.24
C -2.771 -0.701 3.559  0.17
C -2.120 0.384 -0.547  -0.16
C -2.546 -0.396 -2.837  -0.31
C 2.158 -0.766 1.305  0.23
C -4.378 -0.642 2.196  0.19
C 0.384 -0.269 2.865  -0.20
C -0.118 -1.374 0.875  -0.29
C -3.349 -1.366 -2.263  -0.17
C -0.631 -0.791 2.020  0.00
C 1.227 -1.322 0.452  0.38
C -0.740 -1.568 -4.670  -0.84
C -2.968 -0.542 0.064  0.14
C -2.105 -0.768 2.314  0.04
C 3.239 2.541 0.827  -0.09
C 3.882 0.252 -0.103  -0.06
C 3.000 1.508 -0.259  -0.46
C -3.647 -1.347 -0.857  -0.21
H 4.909 0.552 0.038  0.21
H -5.403 -0.561 1.787  0.22
H 2.553 2.277 1.699  0.20
H -0.280 -1.467 -5.629  0.25
H -1.153 1.225 -2.247  0.25
H 0.164 0.354 3.707  0.23
H -1.668 1.071 0.156  0.22
H 1.949 1.200 -0.306  0.23
H 2.895 3.511 0.384  0.19
H 3.956 -0.296 -1.052  0.18
H -3.796 -2.192 -2.844  0.24
H 3.432 1.956 -1.113  0.22
H 2.368 0.108 3.361  0.25
H -4.517 -1.954 -0.564  0.23
H -0.842 -1.841 0.233  0.23
H 0.025 -1.499 -3.862  0.24
H -1.170 -2.543 -4.622  0.24

=====

Entry 6:
C11H15N3O4 | ωB97M-V/def2-TZVPD

**SMILES string**: Cc1onc(C(=O)NC2CCCCC2)c1[N+](=O)[O-]
**Highest occupied orbital energy**: -9.7 eV
**HOMO-LUMO gap**: 9.017 eV
**ΔE to the lowest compared entry with this formula, charge and spin**: 529.5 kJ/mol

Last column: natural (NBO) charge in e.
Cartesian coordinates (Å):
O 0.328 1.380 4.212  -0.24
O 2.525 1.060 0.380  -0.40
O 3.787 1.337 2.102  -0.37
O -1.021 -1.062 1.189  -0.59
N -0.468 0.834 3.260  -0.07
N -0.179 0.559 -0.176  -0.59
N 2.706 1.162 1.579  0.54
C -1.904 -2.020 -3.142  -0.40
C -2.148 -0.168 -1.471  -0.42
C -2.592 -0.694 -2.832  -0.39
C 1.558 1.534 3.750  0.41
C 1.580 1.107 2.429  -0.13
C 0.238 0.662 2.181  0.08
C -0.389 -1.852 -3.112  -0.39
C 0.061 -1.325 -1.753  -0.42
C 2.608 2.090 4.621  -0.67
C -0.629 0.007 -1.450  -0.04
C -0.381 -0.052 1.002  0.64
H -0.345 0.740 -2.214  0.20
H 3.300 1.299 4.911  0.26
H -0.084 -1.152 -3.894  0.19
H 2.158 2.521 5.511  0.24
H -2.341 0.036 -3.606  0.19
H 3.190 2.837 4.083  0.26
H -2.200 -2.760 -2.396  0.20
H -2.219 -2.383 -4.122  0.21
H -3.676 -0.825 -2.836  0.21
H 1.145 -1.184 -1.738  0.21
H -2.629 0.789 -1.257  0.21
H -0.204 -2.040 -0.974  0.22
H 0.558 1.247 -0.233  0.42
H -2.432 -0.875 -0.691  0.23
H 0.097 -2.808 -3.312  0.21

=====

Entry 7:
C4H2FN | ωB97M-V/def2-TZVPD

**SMILES string**: N#CC#CCF
**Highest occupied orbital energy**: -10.8 eV
**HOMO-LUMO gap**: 10.522 eV
**ΔE to the lowest compared entry with this formula, charge and spin**: 20.1 kJ/mol

Last column: natural (NBO) charge in e.
Cartesian coordinates (Å):
F -0.409 0.224 -2.198  -0.33
N -0.233 -2.386 2.808  -0.24
C 0.079 0.965 -1.132  -0.05
C 0.230 0.156 0.021  0.08
C -0.068 -1.588 1.955  0.22
C 0.040 -0.724 0.864  -0.10
H -0.596 1.834 -0.876  0.21
H 0.957 1.519 -1.442  0.21

=====

Entry 8:
C14H42BaO7 | ωB97M-V/def2-TZVPD

**Expectation value of S²**: 0.750
**Charge**: +1
**Spin multiplicity**: 2
**Highest occupied orbital energy (alpha / beta)**: -5.1 / -13.3 eV
**HOMO-LUMO gap (alpha / beta)**: 2.676 / 10.803 eV

Last column: natural (NBO) charge in e.
Cartesian coordinates (Å):
Ba -0.110 -0.353 0.367  1.09
O 0.812 -1.936 -1.817  -0.79
O 1.934 -1.330 1.875  -0.82
O -0.009 0.762 2.964  -0.78
O -1.408 -0.020 -2.108  -0.78
O -2.798 0.248 0.831  -0.80
O 2.294 1.054 -0.639  -0.79
O -0.507 2.333 -0.201  -0.78
C -2.382 -0.935 -2.568  -0.08
C 2.300 1.171 -2.068  -0.07
C 0.690 4.432 -0.324  -0.65
C -5.043 -0.622 0.761  -0.64
C -0.875 0.175 3.870  -0.08
C -2.312 -0.886 -4.022  -0.63
C 3.081 -0.760 2.496  -0.06
C 4.307 -0.879 1.620  -0.63
C -1.829 1.205 4.416  -0.65
C 1.524 -3.154 -1.511  -0.08
C -0.075 3.413 0.551  -0.07
C 0.690 -4.370 -1.955  -0.66
C -3.819 -0.307 1.634  -0.07
C 3.612 0.683 -2.573  -0.64
H 3.857 -0.347 -2.313  0.22
H 3.699 0.720 -3.659  0.23
H -1.587 0.757 -2.643  0.48
H 3.008 1.568 -0.256  0.48
H 1.444 3.967 -0.959  0.21
H 2.458 -3.126 -2.072  0.18
H -1.421 2.089 4.908  0.21
H -2.466 0.757 5.178  0.23
H 0.545 3.063 1.376  0.17
H -2.107 -1.944 -2.262  0.20
H -0.984 2.691 -0.953  0.48
H 1.750 -3.244 -0.448  0.18
H -5.868 -1.143 1.245  0.24
H -4.105 0.539 2.258  0.16
H 1.460 0.633 -2.506  0.19
H -3.171 0.931 0.269  0.48
H -3.371 -0.668 -2.197  0.18
H 5.136 -0.373 2.115  0.22
H -2.428 1.573 3.583  0.21
H -1.358 -1.249 -4.406  0.21
H -0.369 -0.322 4.697  0.18
H -5.368 0.282 0.245  0.20
H 4.502 -1.948 1.535  0.21
H 4.432 1.301 -2.206  0.21
H -1.430 -0.651 3.423  0.19
H 0.075 5.094 -0.934  0.22
H 2.249 2.243 -2.256  0.17
H 0.698 -1.984 -2.768  0.48
H -4.720 -1.265 -0.058  0.21
H -3.442 -1.107 2.272  0.20
H 0.711 -4.490 -3.038  0.20
H 1.233 5.133 0.310  0.23
H -0.973 3.853 0.984  0.18
H 4.128 -0.430 0.643  0.21
H -2.515 0.110 -4.415  0.20
H 2.842 0.296 2.621  0.17
H 2.065 -2.280 1.840  0.49
H 1.073 -5.314 -1.568  0.23
H 3.254 -1.200 3.478  0.18
H -0.355 -4.367 -1.646  0.23
H -3.040 -1.608 -4.392  0.23
H 0.385 1.535 3.374  0.49

=====

Entry 9:
C5H9NO | ωB97M-V/def2-TZVPD

**SMILES string**: C[C@@H](O)[C@@H](C)C#N
**Highest occupied orbital energy**: -10.7 eV
**HOMO-LUMO gap**: 11.392 eV
**ΔE to the lowest compared entry with this formula, charge and spin**: 132.3 kJ/mol

Last column: natural (NBO) charge in e.
Cartesian coordinates (Å):
O 1.209 1.224 0.856  -0.70
N -1.144 -2.254 -1.347  -0.33
C 1.206 0.161 -1.338  -0.65
C -1.493 0.421 0.923  -0.59
C -0.404 -0.636 0.589  -0.36
C 1.005 0.008 0.174  0.13
C -0.854 -1.559 -0.468  0.29
H 1.115 -0.806 -1.840  0.23
H -1.813 0.359 1.967  0.23
H 0.446 1.788 0.680  0.46
H 1.776 -0.659 0.572  0.19
H -2.371 0.360 0.278  0.23
H -0.234 -1.252 1.483  0.25
H 0.460 0.841 -1.767  0.21
H 2.199 0.569 -1.567  0.23
H -1.105 1.433 0.804  0.18

=====

Entry 10:
C26H64BClN4O5 | ωB97M-V/def2-TZVPD

**SMILES string**: O=C(OCl)OCB(O)O.CCN(CC)CC.CCN(CC)CC.CCN(CC)CC.CCN(CC)CC
**Highest occupied orbital energy**: -7.8 eV
**HOMO-LUMO gap**: 7.684 eV

Last column: Mulliken charge in e.
Cartesian coordinates (Å):
Cl 0.386 -1.517 0.915  -0.01
O 0.010 1.276 -1.146  -0.29
O -0.130 0.076 0.677  -0.20
O 1.851 0.777 -0.090  -0.43
O 0.044 -1.338 -2.676  -0.50
O 1.914 -0.486 -3.840  -0.54
N 2.390 4.342 -4.869  0.31
N 3.442 -4.959 5.986  0.13
N -3.828 3.151 -4.849  0.10
N -1.062 -3.408 5.122  0.72
C 0.611 1.193 -2.457  -0.40
C -5.271 2.982 -4.811  -0.73
C 3.567 4.854 -5.546  -0.41
C -6.122 4.162 -4.325  -0.98
C -3.439 -4.242 4.655  -1.30
C 3.905 -6.247 8.057  -1.55
C -1.275 -3.984 7.526  -1.08
C 2.916 -5.899 6.954  0.07
C -3.308 3.920 -5.965  -0.50
C -1.924 -4.491 4.684  -0.74
C 4.695 -5.335 5.358  -0.74
C -1.309 -2.902 6.457  -0.62
C 0.865 4.178 -6.922  -1.10
C 1.716 -5.386 4.145  -0.79
C 4.746 -6.662 4.587  -0.97
C -1.964 -1.390 3.822  -1.33
C 4.586 5.467 -4.598  -1.44
C -3.530 2.519 -2.461  -1.55
C -0.821 -2.361 4.143  -0.53
C -3.201 3.489 -3.586  0.23
C 0.714 0.713 -0.226  0.65
C -3.537 5.437 -5.964  -1.11
C 1.691 5.286 -4.013  -0.51
C 1.159 6.578 -4.647  -1.01
C 1.550 3.521 -5.718  0.26
C 2.423 -4.418 5.100  -0.55
B 0.834 -0.281 -3.011  0.64
H 0.033 -1.772 4.495  0.39
H 4.879 4.756 -3.825  0.32
H 0.863 4.761 -3.527  0.07
H 2.041 -5.442 7.423  0.05
H -3.295 5.891 -5.002  0.25
H 2.361 5.557 -3.194  0.46
H -2.443 -1.005 4.723  0.32
H -0.484 -2.824 3.215  0.17
H 2.353 -5.663 3.305  0.34
H -3.705 3.505 -6.896  0.35
H 1.885 7.039 -5.318  0.26
H -1.377 -3.530 8.512  0.45
H -7.122 3.808 -4.066  0.37
H -2.116 3.473 -3.737  -0.04
H 4.048 4.017 -6.058  0.44
H -3.789 -3.726 5.550  0.26
H -5.705 4.635 -3.435  0.26
H 1.658 -3.943 5.722  0.19
H -3.965 -5.197 4.604  0.41
H 5.466 -5.363 6.133  0.44
H 1.549 4.788 -7.511  0.34
H -3.451 4.508 -3.253  0.21
H 4.293 -6.581 3.601  0.28
H -2.091 -4.699 7.413  0.31
H 5.004 -4.524 4.694  0.35
H 1.727 -0.122 -4.710  0.29
H -5.607 2.685 -5.807  0.36
H -4.563 5.695 -6.220  0.33
H 0.235 6.416 -5.199  0.16
H -2.958 2.783 -1.571  0.44
H -1.572 -0.534 3.270  0.43
H 5.480 5.750 -5.155  0.44
H 4.769 -6.793 7.677  0.32
H 4.208 6.369 -4.115  0.30
H -2.895 5.905 -6.714  0.45
H -0.807 -1.318 -3.121  0.29
H 4.256 -7.473 5.127  0.24
H -4.586 2.554 -2.189  0.40
H -6.245 4.924 -5.093  0.28
H -1.734 -5.355 5.326  0.48
H 0.937 7.305 -3.862  0.42
H 0.471 3.403 -7.584  0.44
H -2.228 3.743 -6.011  0.19
H 0.020 4.795 -6.619  0.06
H 0.784 3.047 -5.095  -0.47
H -2.265 -2.359 6.532  0.39
H -0.331 -4.530 7.499  0.04
H -2.725 -1.850 3.194  0.27
H -3.276 1.494 -2.734  0.29
H 2.566 -6.834 6.486  0.25
H -0.051 1.730 -3.117  0.08
H 1.545 1.728 -2.491  0.33
H 3.420 -6.885 8.798  0.45
H -5.493 2.119 -4.179  0.41
H 0.830 -4.903 3.730  0.20
H 3.316 5.592 -6.323  0.30
H 2.860 -3.603 4.516  0.30
H -0.524 -2.178 6.691  0.41
H 4.258 -5.347 8.562  0.34
H 1.385 -6.297 4.645  0.15
H -3.743 -3.665 3.784  0.31
H 2.165 2.694 -6.091  0.38
H 5.787 -6.956 4.435  0.38
H -1.597 -4.810 3.691  0.38